1.
The following is a DFT calculation (ωB97M-V/def2-TZVPD) of a structure of composition C57H58N3O6RbS4Si.

Geometry (Å):
Rb  17.421  18.480  10.717
C  7.463  17.963  12.814
C  8.923  17.561  12.806
C  9.512  17.446  11.575
C  10.856  17.076  11.468
C  11.675  16.948  12.613
C  11.075  17.137  13.845
C  9.689  17.310  13.960
S  13.395  16.506  12.315
O  13.800  16.860  10.974
C  13.001  14.702  12.314
C  12.631  14.243  13.548
C  12.313  12.931  13.770
C  12.263  12.034  12.697
C  12.069  10.660  12.879
C  12.359  9.743  11.906
C  12.578  10.159  10.576
C  12.678  11.506  10.353
C  12.582  12.490  11.386
C  12.996  13.860  11.138
C  13.233  14.325  9.757
C  12.132  14.583  8.860
C  10.749  14.293  9.065
C  9.751  14.625  8.162
C  10.044  15.392  7.028
C  11.337  15.819  6.849
C  12.420  15.369  7.651
C  13.767  15.558  7.234
C  14.798  14.999  7.957
C  14.521  14.486  9.244
S  16.149  14.061  10.051
O  15.866  14.150  11.560
C  16.216  12.358  9.551
C  15.851  11.948  8.261
C  16.270  10.706  7.802
C  17.244  9.966  8.501
C  17.858  8.667  7.975
C  17.665  10.407  9.785
C  17.111  11.585  10.297
H  7.279  18.838  13.477
H  6.799  17.164  13.135
H  7.218  18.295  11.801
H  8.931  17.660  10.637
H  11.318  16.999  10.482
H  11.700  17.022  14.745
H  9.212  17.398  14.922
H  12.615  14.935  14.404
H  12.089  12.556  14.753
H  11.695  10.312  13.856
H  12.290  8.678  12.156
H  12.581  9.472  9.739
H  12.942  11.824  9.372
H  10.509  13.640  9.898
H  8.687  14.352  8.330
H  9.305  15.507  6.241
H  11.580  16.472  5.978
H  13.997  16.091  6.314
H  15.802  14.908  7.647
H  15.143  12.477  7.632
H  15.913  10.305  6.859
H  18.431  8.784  7.054
H  17.188  7.857  7.884
H  18.582  8.377  8.818
H  18.448  9.914  10.345
H  17.438  11.970  11.276
S  20.402  18.499  8.961
C  21.024  17.330  9.991
S  20.919  17.239  11.653
C  21.838  16.291  9.365
C  21.358  15.705  8.152
N  21.033  15.189  7.156
C  22.983  15.740  9.958
N  23.936  15.346  10.513
C  19.836  21.533  11.220
Si  18.792  22.898  11.640
C  17.647  22.608  13.254
N  16.617  21.688  12.865
C  15.326  22.253  12.499
C  14.132  21.861  13.498
C  14.571  21.312  14.876
C  15.896  20.470  14.873
C  16.554  20.376  13.516
C  20.012  24.131  12.422
C  20.266  25.390  11.847
C  20.795  26.414  12.616
C  21.242  26.143  13.909
C  21.150  24.849  14.388
C  20.573  23.809  13.664
C  17.615  23.655  10.388
C  17.311  22.764  9.359
C  16.530  23.179  8.290
C  15.963  24.419  8.211
C  16.273  25.343  9.226
C  17.106  24.977  10.269
H  20.908  21.688  11.294
H  19.526  20.916  10.378
H  17.301  23.624  13.564
H  18.291  22.199  14.042
H  14.950  21.884  11.466
H  15.383  23.385  12.357
H  13.505  21.114  12.998
H  13.540  22.774  13.686
H  13.759  20.684  15.345
H  14.683  22.189  15.583
H  15.656  19.447  15.303
H  16.578  20.934  15.624
H  15.948  19.737  12.900
H  17.591  19.960  13.637
H  19.999  25.666  10.791
H  20.871  27.362  12.133
H  21.733  26.932  14.498
H  21.511  24.587  15.349
H  20.516  22.806  14.073
H  17.546  21.686  9.425
H  16.406  22.421  7.526
H  15.308  24.684  7.374
H  15.898  26.401  9.262
H  17.356  25.776  11.003
O  19.451  19.617  13.221
H  19.640  20.351  12.554
H  19.915  18.831  12.834
O  16.406  16.560  12.502
H  16.566  16.740  13.446
H  16.236  15.554  12.378
O  15.507  18.321  8.584
H  15.601  17.802  7.760
H  14.546  18.324  8.725
O  16.598  18.868  5.516
H  17.287  18.940  4.837
H  16.579  19.695  6.034

Summary:
Net charge: -2
Molecular weight: 1122.9 g/mol
Frontier orbital gap: 0.11102 hartree
Spin multiplicity: 1
ΔE to the lowest compared entry with this formula, charge and spin: 52.13 kcal per mole
HOMO: -0.561 eV



2.
The following is a DFT calculation (ωB97M-V/def2-TZVPD) of a structure of composition C57H58NO8P2Pd.

Geometry (Å):
C  2.949  -0.631  -5.419
O  2.607  -1.625  -4.430
C  1.616  -2.438  -4.863
O  1.174  -2.398  -5.994
C  1.155  -3.382  -3.781
C  1.965  -4.685  -3.897
C  0.973  -5.757  -4.325
C  -0.428  -5.170  -4.068
N  -0.230  -3.744  -3.930
C  -1.276  -2.872  -3.747
C  -1.199  -1.516  -4.098
C  -2.420  -0.671  -4.256
C  -3.762  -1.378  -3.972
C  -3.636  -2.492  -2.921
C  -2.559  -3.518  -3.294
H  3.677  0.009  -4.918
H  3.381  -1.119  -6.301
H  2.051  -0.065  -5.702
H  1.331  -2.883  -2.822
H  2.792  -4.577  -4.608
H  2.378  -4.898  -2.906
H  1.073  -5.997  -5.389
H  1.094  -6.686  -3.758
H  -1.151  -5.417  -4.867
H  -0.836  -5.584  -3.125
H  -0.411  -1.341  -4.855
H  -2.397  0.237  -3.639
H  -2.409  -0.329  -5.301
H  -4.521  -0.652  -3.647
H  -4.098  -1.792  -4.933
H  -3.373  -2.045  -1.950
H  -4.594  -3.018  -2.801
H  -2.898  -4.118  -4.162
H  -2.380  -4.210  -2.447
C  0.474  2.898  6.108
C  -0.033  3.950  5.336
C  -1.027  3.707  4.381
C  -1.427  2.389  4.179
O  -2.250  2.082  3.065
P  -1.748  2.385  1.555
O  -3.017  1.866  0.683
C  -4.307  1.554  1.165
C  -5.360  2.439  0.924
C  -6.621  2.098  1.425
C  -6.822  0.900  2.104
C  -5.754  0.027  2.301
C  -4.478  0.344  1.832
O  -1.857  4.011  1.483
C  -2.193  4.830  0.410
C  -2.478  6.145  0.768
C  -2.974  7.004  -0.208
C  -3.093  6.568  -1.529
C  -2.727  5.268  -1.876
C  -2.257  4.371  -0.904
Pd  0.372  1.772  1.138
P  1.036  -0.286  1.858
O  1.810  0.113  3.240
C  2.572  -0.644  4.137
C  3.828  -0.154  4.479
C  4.685  -1.003  5.178
C  4.251  -2.262  5.583
C  2.949  -2.677  5.320
C  2.067  -1.841  4.633
O  -0.065  -1.466  2.210
C  -0.107  -2.766  1.676
C  -0.090  -3.850  2.558
C  0.104  -5.132  2.035
C  0.194  -5.335  0.660
C  0.039  -4.248  -0.205
C  -0.125  -2.952  0.294
O  2.138  -1.229  1.082
C  3.535  -1.216  1.207
C  4.181  -2.376  1.642
C  5.546  -2.290  1.925
C  6.233  -1.093  1.726
C  5.581  0.018  1.186
C  4.217  -0.048  0.897
C  0.907  1.699  -1.586
C  1.275  3.069  -1.198
C  2.049  3.292  -0.020
C  2.254  4.605  0.463
C  1.709  5.684  -0.236
C  1.040  5.503  -1.454
C  0.811  4.211  -1.920
C  0.032  1.438  -2.658
C  0.002  0.396  -3.599
C  -0.909  1.313  4.899
C  0.063  1.582  5.867
H  1.199  3.108  6.903
H  0.325  4.974  5.478
H  -1.416  4.511  3.755
H  -5.184  3.365  0.371
H  -7.445  2.786  1.285
H  -7.811  0.628  2.462
H  -5.879  -0.908  2.839
H  -3.617  -0.322  1.959
H  -2.335  6.441  1.811
H  -3.275  8.007  0.083
H  -3.454  7.251  -2.300
H  -2.806  4.921  -2.908
H  -1.918  3.366  -1.167
H  4.120  0.845  4.149
H  5.700  -0.674  5.384
H  4.923  -2.920  6.129
H  2.587  -3.654  5.629
H  1.018  -2.086  4.451
H  -0.206  -3.688  3.630
H  0.190  -5.980  2.710
H  0.363  -6.330  0.246
H  0.067  -4.386  -1.287
H  -0.267  -2.097  -0.373
H  3.614  -3.297  1.783
H  6.066  -3.159  2.328
H  7.297  -1.025  1.964
H  6.111  0.953  1.000
H  3.664  0.788  0.462
H  1.529  0.837  -1.194
H  2.614  2.457  0.440
H  2.843  4.750  1.371
H  1.859  6.690  0.138
H  0.708  6.361  -2.050
H  0.233  4.048  -2.836
H  -0.745  2.196  -2.875
H  0.779  -0.431  -3.489
H  -0.608  0.726  -4.465
H  -1.204  0.292  4.650
H  0.487  0.751  6.436

Summary:
Net charge: +1
Molecular weight: 1053.5 g/mol
Frontier orbital gap: 0.18191 hartree
Spin multiplicity: 1
HOMO: -9.619 eV



3.
The following is a DFT calculation (ωB97M-V/def2-TZVPD) of a cluster of 12 separate species, C57H60N12 in total.

Geometry (Å):
N  2.993  -1.629  4.004
C  1.977  -1.297  4.837
C  2.294  -0.173  5.576
C  3.659  0.048  5.253
C  4.107  -0.912  4.388
H  2.931  -2.253  3.204
H  0.999  -1.735  4.670
H  1.652  0.295  6.298
H  4.280  0.797  5.728
H  4.965  -1.104  3.757
N  4.561  2.277  2.968
C  5.303  3.278  2.383
C  4.448  4.266  1.900
C  3.168  3.771  2.136
C  3.232  2.584  2.827
H  4.973  1.480  3.415
H  6.372  3.156  2.476
H  4.670  5.210  1.437
H  2.182  4.177  1.949
H  2.452  1.959  3.231
N  1.050  3.523  -1.825
C  0.830  4.240  -0.676
C  1.411  5.466  -0.804
C  1.925  5.565  -2.114
C  1.782  4.310  -2.676
H  0.758  2.569  -1.943
H  0.266  3.917  0.183
H  1.343  6.230  -0.045
H  2.319  6.458  -2.569
H  2.020  3.994  -3.679
N  3.580  -3.110  1.575
C  4.718  -3.784  1.716
C  5.665  -3.861  0.691
C  5.311  -3.365  -0.553
C  4.086  -2.718  -0.712
C  3.294  -2.556  0.398
H  4.954  -4.119  2.720
H  6.588  -4.380  0.911
H  5.914  -3.512  -1.440
H  3.843  -2.301  -1.679
H  2.306  -2.107  0.359
N  -0.001  -3.820  -0.504
C  -0.228  -3.155  -1.655
C  0.391  -3.474  -2.856
C  1.271  -4.565  -2.879
C  1.440  -5.282  -1.705
C  0.823  -4.860  -0.534
H  -0.753  -2.216  -1.545
H  0.169  -2.947  -3.773
H  1.957  -4.845  -3.667
H  2.160  -6.088  -1.645
H  0.994  -5.339  0.422
N  -6.310  -3.240  2.834
C  -6.143  -3.850  4.031
C  -4.888  -4.180  4.478
C  -3.732  -3.919  3.764
C  -3.914  -3.301  2.534
C  -5.207  -2.950  2.156
H  -7.037  -4.116  4.576
H  -4.911  -4.683  5.442
H  -2.753  -4.171  4.146
H  -3.091  -3.210  1.837
H  -5.346  -2.601  1.137
N  -3.719  6.084  -1.399
C  -2.686  5.332  -0.987
C  -2.625  3.946  -1.104
C  -3.752  3.296  -1.565
C  -4.825  4.040  -1.999
C  -4.765  5.425  -1.936
H  -1.880  5.870  -0.502
H  -1.799  3.468  -0.595
H  -3.780  2.219  -1.462
H  -5.709  3.527  -2.360
H  -5.508  6.111  -2.320
N  -0.803  1.460  0.531
C  -1.610  0.429  0.291
C  -1.353  -0.843  0.774
C  -0.212  -1.115  1.486
C  0.635  -0.039  1.766
C  0.288  1.229  1.281
H  -2.491  0.643  -0.304
H  -1.991  -1.642  0.412
H  -0.055  -2.155  1.742
H  1.560  -0.160  2.314
H  0.974  2.061  1.377
N  -5.490  1.440  1.873
C  -4.227  1.844  1.845
C  -3.288  1.548  2.841
C  -3.617  0.603  3.795
C  -4.903  0.096  3.737
C  -5.813  0.461  2.753
H  -4.040  2.546  1.039
H  -2.380  2.133  2.770
H  -2.833  0.439  4.524
H  -5.236  -0.559  4.536
H  -6.831  0.103  2.768
N  -1.639  1.383  -3.320
C  -0.798  0.395  -3.029
C  0.265  0.061  -3.880
C  0.348  0.666  -5.111
C  -0.478  1.766  -5.369
C  -1.463  2.059  -4.458
H  -0.826  -0.060  -2.049
H  0.955  -0.741  -3.653
H  1.055  0.378  -5.878
H  -0.411  2.301  -6.306
H  -2.153  2.872  -4.656
N  3.135  0.779  -1.850
C  3.847  0.784  -2.969
C  5.238  0.771  -3.011
C  5.918  0.894  -1.794
C  5.186  0.942  -0.620
C  3.802  0.887  -0.720
H  3.299  0.726  -3.908
H  5.793  0.837  -3.936
H  6.998  0.936  -1.720
H  5.674  1.088  0.334
H  3.198  1.141  0.151
N  -3.619  -2.105  -1.859
C  -3.752  -3.408  -2.149
C  -3.923  -3.865  -3.455
C  -4.004  -2.967  -4.493
C  -3.911  -1.608  -4.196
C  -3.755  -1.225  -2.877
H  -3.715  -4.138  -1.351
H  -3.991  -4.917  -3.706
H  -4.046  -3.248  -5.536
H  -3.928  -0.832  -4.950
H  -3.612  -0.234  -2.463

Summary:
SMILES: c1cc[nH]c1.c1cc[nH]c1.c1cc[nH]c1.c1ccncc1.c1ccncc1.c1ccncc1.c1ccncc1.c1ccncc1.c1ccncc1.c1ccncc1.c1ccncc1.c1ccncc1
Molecular weight: 913.2 g/mol
Frontier orbital gap: 0.29337 hartree
Spin multiplicity: 1
ΔE to the lowest compared entry with this formula, charge and spin: 0.00 kcal per mole
HOMO: -7.718 eV